The following is a quantum chemistry calculation of C26H49NO4RhSi2 as an isolated structure in a non-equilibrium geometry, from the OMol25 dataset.

For the energy above the lowest of the compared OMol25 structures with the same formula, charge and spin, the calculation gives 0.0000 eV. The multiplicity is 5. For the molar mass, the calculation gives 598.76 g mol⁻¹. The net charge is +1. The expectation value of S² is 6.008. The calculation puts the HOMO energy (alpha / beta) at -8.21 / -11.32 eV.

CARTESIAN COORDINATES (ANGSTROEM)
O1 1.3151 -2.1136 -0.9963
O2 -1.0105 -3.3719 -1.0907
C1 1.8618 -2.0483 -2.4395
C2 3.1948 -1.3557 -2.3640
H1 1.0929 -1.4963 -2.9846
H2 1.9219 -3.0878 -2.7805
H3 3.1334 -0.4029 -1.8238
H4 3.5538 -1.1347 -3.3717
H5 3.9430 -1.9929 -1.8789
C3 2.0226 -3.0902 -0.0446
C4 2.1845 -4.4514 -0.6559
H6 1.3859 -3.0812 0.8449
H7 2.9697 -2.5912 0.1613
H8 1.2175 -4.9435 -0.8278
H9 2.7335 -5.0680 0.0647
H10 2.7736 -4.4256 -1.5821
C5 -1.7590 -3.6074 0.1227
C6 -1.6975 -3.6689 -2.3251
C7 -1.3474 -4.8941 0.7924
H11 -2.8280 -3.6141 -0.1308
H12 -1.5667 -2.7460 0.7758
H13 -1.5794 -5.7593 0.1626
H14 -1.9094 -5.0003 1.7255
H15 -0.2785 -4.9040 1.0354
C8 -1.7644 -5.1478 -2.6160
H16 -1.1432 -3.1383 -3.1078
H17 -2.7058 -3.2374 -2.2654
H18 -0.7803 -5.6268 -2.5617
H19 -2.1456 -5.2828 -3.6312
H20 -2.4490 -5.6613 -1.9340
H21 0.3216 -2.3197 -1.0245
Rh1 -0.1524 1.1153 0.6786
C9 -0.5643 0.2604 -1.1030
Si1 -2.1395 1.0249 -1.8047
H22 0.3199 0.4079 -1.7418
H23 -0.7395 -0.8206 -0.9479
C10 -2.2075 0.5421 -3.6250
C11 -2.3072 2.8788 -1.7212
C12 -3.5650 0.2255 -0.8958
C13 1.7180 0.8745 0.7433
Si2 1.8450 0.3330 2.5595
H24 2.2522 1.8143 0.5374
H25 2.0518 0.1003 0.0347
C14 3.3941 -0.7417 2.6365
C15 0.4439 -0.7198 3.2353
C16 2.0454 1.8140 3.6821
H26 -3.3560 -0.8335 -0.6939
H27 -4.4741 0.2935 -1.5099
H28 -3.7370 0.7272 0.0648
H29 -1.3090 0.8803 -4.1538
H30 -3.0808 1.0221 -4.0882
H31 -2.2987 -0.5455 -3.7470
H32 -1.3515 3.4036 -1.8279
H33 -2.7666 3.1865 -0.7732
H34 -2.9673 3.2021 -2.5424
H35 0.8516 -1.6874 3.5604
H36 -0.3727 -0.9049 2.5237
H37 0.0037 -0.2203 4.1117
H38 2.1667 1.4652 4.7187
H39 1.1782 2.4880 3.6487
H40 2.9424 2.3839 3.4035
H41 3.7344 -0.8163 3.6789
H42 4.2054 -0.3001 2.0456
H43 3.2058 -1.7578 2.2673
O3 -2.5461 1.7407 3.7798
C17 -1.9957 1.8994 2.6913
O4 -1.8930 0.9873 1.7423
C18 -1.3591 3.2113 2.3448
C19 -1.5702 4.4114 3.0441
C20 -0.9678 5.5587 2.5825
C21 -0.1587 5.5231 1.4240
C22 0.4035 6.6857 0.8454
C23 1.1542 6.6139 -0.3203
C24 1.3759 5.3697 -0.9420
C25 0.8608 4.2070 -0.3898
C26 0.0904 4.2520 0.7927
N1 -0.4900 3.1365 1.3276
H44 -2.2000 4.3540 3.9255
H45 -1.1174 6.5132 3.0905
H46 0.2245 7.6434 1.3378
H47 1.5750 7.5174 -0.7589
H48 1.9543 5.3082 -1.8632
H49 1.0287 3.2352 -0.8575

The following is a quantum chemistry calculation of an isolated ion of composition C6H14NP2 and charge +1 in a non-equilibrium geometry, from the OMol25 dataset.

For the energy above the lowest of the compared OMol25 structures with the same formula, charge and spin, the calculation gives 0.0000 eV. For the molar mass, the calculation gives 162.13 g mol⁻¹. The net charge is +1. As for the structure (SMILES): C=C[C@@H](P)[NH2+][C@H](P)C=C. The calculation puts the HOMO energy at -13.46 eV.

CARTESIAN COORDINATES (ANGSTROEM)
C1 -2.0184 1.7505 -1.3145
C2 -1.5805 0.5014 -1.1090
C3 -1.3011 -0.1857 0.2284
P1 -2.7817 -1.1783 0.9525
N1 -0.1118 -1.0720 0.0815
C4 1.2672 -0.3708 -0.0331
P2 2.7322 -1.4873 -0.4787
C5 1.5152 0.3772 1.3684
C6 2.1540 1.5104 1.5455
H1 -1.9147 2.0726 -2.2823
H2 -2.3002 2.4115 -0.6274
H3 -1.4349 -0.0997 -2.0296
H4 -1.0540 0.5623 0.8904
H5 -1.9813 -2.3653 1.1984
H6 -3.3941 -1.3792 -0.2528
H7 -0.1259 -1.6917 0.8829
H8 -0.2725 -1.5678 -0.7204
H9 1.1312 0.2796 -0.8791
H10 3.2436 -0.2457 -0.9743
H11 2.3550 -1.6793 -1.7522
H12 1.3283 -0.2699 2.1837
H13 2.1421 2.0240 2.4384
H14 2.4027 2.1030 0.6834

The following is a quantum chemistry calculation of one molecule with the formula C5H8O2 in a non-equilibrium geometry, from the OMol25 dataset.

For the energy above the lowest of the compared OMol25 structures with the same formula, charge and spin, the calculation gives 1.6186 eV. For the molar mass, the calculation gives 100.12 g mol⁻¹. As for the structure (SMILES): O=CCCCC=O. The calculation puts the HOMO energy at -10.02 eV.

CARTESIAN COORDINATES (ANGSTROEM)
O1 -2.5784 1.4052 -0.5299
C1 -1.9943 0.4768 -0.0531
C2 -1.2508 -0.5698 -0.9277
C3 0.1804 -0.7138 -0.3167
C4 0.7895 0.4578 0.4424
C5 2.1868 0.2707 0.9298
O2 2.7164 -0.8127 0.7839
H1 -1.8998 0.4407 1.0718
H2 -1.5881 -1.5910 -1.0916
H3 -1.2884 -0.0907 -1.9126
H4 0.0228 -1.4936 0.4516
H5 0.8907 -1.1869 -0.9772
H6 0.7836 1.3078 -0.3024
H7 0.2319 0.9795 1.2211
H8 2.7978 1.1200 1.2107

The following is a quantum chemistry calculation of one molecule with the formula C3H6N2O2, from the OMol25 dataset.

For the energy above the lowest of the compared OMol25 structures with the same formula, charge and spin, the calculation gives 1.3982 eV. For the molar mass, the calculation gives 102.09 g mol⁻¹. As for the structure (SMILES): [H]/N=C/OCC(N)=O. The calculation puts the HOMO energy at -9.77 eV.

CARTESIAN COORDINATES (ANGSTROEM)
H1 1.4237 0.2512 -2.4092
N1 0.9534 0.2766 -1.5086
C1 -0.2625 0.6133 -1.6393
O1 -1.1356 0.7172 -0.6334
C2 -0.6794 0.7414 0.7285
C3 -0.1334 -0.5162 1.4022
N2 0.5902 -1.4221 0.7175
O2 -0.4281 -0.6376 2.5819
H2 -0.7589 0.8483 -2.5872
H3 0.0051 1.5869 0.8500
H4 -1.5371 0.8962 1.3849
H5 0.9303 -2.1953 1.2688
H6 1.0322 -1.1599 -0.1558

- What is the formula in the first record?
  C26H49NO4RhSi2